C35H24BrF3MnN4O4 as an isolated structure, computed with ωB97M-V/def2-TZVPD.

Geometry as ORCA input:
```
! RIJCOSX wB97M-V def2-TZVPD def2/J DEFGRID3
* xyz 0 6
Mn -0.03 -1.19 0.49
Br 6.31 6.42 1.83
C 4.66 6.39 0.89
C 3.78 7.45 1.02
C 2.56 7.41 0.38
C 2.19 6.28 -0.37
C 3.12 5.25 -0.54
C 4.35 5.30 0.09
N 0.90 6.24 -0.86
N 0.41 5.12 -1.28
C 0.32 3.98 -0.60
C 0.48 3.90 0.81
C 0.65 2.68 1.45
C 0.60 1.47 0.74
O 0.82 0.32 1.30
C 0.28 1.52 -0.67
N 0.15 0.34 -1.32
C -0.15 0.35 -2.60
C -0.36 1.52 -3.33
C -0.23 2.72 -2.69
C 0.10 2.75 -1.33
H 4.06 8.31 1.63
H 1.84 8.21 0.49
H 2.88 4.41 -1.18
H 5.07 4.50 -0.04
H 0.49 4.82 1.38
H 0.82 2.64 2.51
H -0.25 -0.62 -3.08
H -0.63 1.46 -4.38
H -0.38 3.66 -3.21
O -1.28 -2.82 0.15
C -2.70 -2.49 0.12
C -2.79 -0.93 0.19
O -3.81 -0.39 -0.19
O -1.75 -0.37 0.71
C -3.29 -3.03 -1.18
C -4.08 -4.17 -1.22
C -4.61 -4.61 -2.42
C -4.36 -3.92 -3.59
C -3.54 -2.80 -3.57
C -3.00 -2.36 -2.37
C -3.39 -2.96 1.40
C -2.66 -3.41 2.49
C -3.29 -3.74 3.68
C -4.66 -3.60 3.80
C -5.40 -3.13 2.71
C -4.77 -2.82 1.52
H -1.19 -3.77 0.18
H -4.29 -4.71 -0.30
H -5.24 -5.50 -2.44
H -4.81 -4.24 -4.52
H -3.33 -2.25 -4.48
H -2.38 -1.47 -2.34
H -1.58 -3.50 2.42
H -2.71 -4.10 4.52
H -5.16 -3.84 4.73
H -6.47 -3.00 2.81
H -5.34 -2.43 0.69
F 6.40 -1.17 1.92
C 6.04 -1.82 0.80
F 6.59 -1.19 -0.24
F 6.56 -3.05 0.87
C 4.54 -1.89 0.67
C 3.77 -2.21 1.77
C 2.40 -2.28 1.62
N 1.78 -2.04 0.46
C 2.54 -1.80 -0.61
C 3.92 -1.70 -0.54
H 4.22 -2.39 2.74
H 1.77 -2.53 2.46
H 2.03 -1.69 -1.55
H 4.49 -1.46 -1.43
*
```

Output
* E_LUMO (alpha / beta): -0.70 / -0.94 eV
* HOMO energy (alpha / beta): -6.355 / -7.393 eV
* HOMO-LUMO gap (alpha / beta): 5.7 / 6.5 eV
* ⟨S²⟩: 8.88